ORCA calculation (wB97M-V/def2-TZVPD) on C12H26NO3P2Sn as an isolated structure at a distorted geometry.

Geometry as XYZ:
```
45
Properties=species:S:1:pos:R:3:lowdin_charge:R:1
Sn 0.0098 -0.8133 1.5189 0.96
P -2.0728 0.6208 0.7311 0.73
C -2.1233 0.6123 -1.0774 -0.35
C -0.8245 1.0019 -1.6577 -0.35
N 0.2907 0.4818 -1.0706 0.05
C 1.4913 0.9329 -1.4323 -0.34
C 1.6666 1.8695 -2.4446 -0.03
C 0.5445 2.3313 -3.1403 -0.03
C -0.7123 1.8726 -2.7583 -0.01
C 2.6991 0.3852 -0.6768 -0.27
P 2.2975 -1.1434 0.2513 0.74
H -1.6308 2.2038 -3.2428 0.12
H 2.6760 2.2164 -2.6810 0.12
H 0.6433 3.0444 -3.9562 0.12
H 3.5122 0.1596 -1.3917 0.10
H 3.0765 1.1420 0.0354 0.11
H -2.4040 -0.6984 -1.5721 0.01
H -2.9683 1.2150 -1.4334 0.09
H -1.8854 -2.4532 -1.3474 0.06
O -2.5356 -1.7341 -2.0112 -0.03
H -3.4663 -1.9952 -1.9355 0.10
H -0.6352 -2.5020 0.1294 -0.06
O -1.0456 -3.1241 -0.6205 -0.06
H -1.4339 -3.8771 -0.1147 0.12
C 2.2591 -2.3927 -1.0749 -0.24
H 3.2777 -2.4952 -1.4792 0.06
H 1.9296 -3.3656 -0.6833 0.05
H 1.5796 -2.0908 -1.8819 0.06
C 3.7647 -1.5502 1.2524 -0.24
H 3.6886 -2.5903 1.5989 0.06
H 4.6802 -1.4293 0.6560 0.06
H 3.8096 -0.8923 2.1325 0.06
C -1.7240 2.3634 1.1529 -0.24
H -2.6661 2.9315 1.0957 0.05
H -1.3097 2.4243 2.1673 0.04
H -1.0022 2.8000 0.4501 0.06
C -3.7716 0.3932 1.3294 -0.24
H -3.7510 0.2359 2.4172 0.05
H -4.3598 1.2979 1.1087 0.06
H -4.2345 -0.4798 0.8502 0.05
C 0.5168 0.6067 4.2112 -0.23
O 0.6442 0.6209 2.7963 -0.56
H -0.1286 1.4358 4.5318 0.07
H 1.5207 0.7641 4.6426 0.08
H 0.1072 -0.3365 4.6244 0.07
```

## Properties
Charge: +1
Multiplicity: 1
Electronic energy in Eh: -1650.0746
Gap between HOMO and LUMO in eV: 7.63
Relative energy (zero: lowest compared OMol25 entry of this formula, charge and spin) in kcal/mol: 43.0



ORCA calculation (wB97M-V/def2-TZVPD) on C51H54Ge2HgI2N3OS4 as an isolated structure at a distorted geometry.

Geometry as XYZ:
```
118
Properties=species:S:1:pos:R:3:lowdin_charge:R:1
Hg -0.5354 2.0041 2.9590 0.22
I 2.1133 5.1374 4.3957 0.70
C 3.6960 3.8622 4.6089 -0.62
I -2.3521 4.0185 2.7026 -0.02
H 4.4627 3.6397 3.8195 -0.01
H 3.7938 3.5055 5.5949 -0.08
C -6.4334 1.9048 -2.1626 -0.05
C -5.5855 0.7305 -1.6798 -0.27
C -4.6799 0.0776 -2.5270 -0.02
C -3.8895 -0.9125 -2.0132 -0.26
C -2.8772 -1.5882 -2.8728 -0.05
C -3.9770 -1.3091 -0.6591 -0.16
C -4.8967 -0.6629 0.1588 -0.21
C -5.2714 -1.1081 1.5302 -0.04
C -5.6884 0.3272 -0.3793 -0.04
C -3.2685 -2.5239 -0.1474 -0.20
C -3.9522 -3.7543 -0.3221 -0.04
C -3.3961 -4.9421 0.0921 -0.09
C -2.1415 -4.9279 0.6294 -0.06
C -1.4319 -3.7527 0.8555 -0.19
C -1.9819 -2.5226 0.4344 -0.21
Ge -1.1436 -0.7961 0.8812 0.01
S -1.9083 -0.0596 2.8157 0.08
S 1.0651 -0.9940 0.5915 0.32
Ge 0.9007 1.1241 -0.1696 -0.04
S 1.5537 2.3688 1.4622 0.06
S -1.2996 0.8827 -0.6390 0.33
C 1.9476 1.5978 -1.7823 -0.23
C 2.9410 0.8329 -2.3513 -0.22
C 3.4993 1.3120 -3.5551 -0.05
C 3.1122 2.4745 -4.1980 -0.07
C 2.1237 3.2969 -3.6106 -0.01
C 1.5918 2.8145 -2.3917 -0.22
C 0.5676 3.7506 -1.8036 -0.18
C -0.7532 3.6266 -2.3018 -0.26
C -1.0807 2.6617 -3.4135 -0.07
C -1.7170 4.4721 -1.7939 -0.01
C -1.3726 5.5155 -0.9078 -0.30
C -2.3674 6.4918 -0.3978 -0.08
C -0.0895 5.6165 -0.5067 -0.03
C 0.9354 4.7653 -0.9232 -0.23
C 2.3284 5.0977 -0.4838 -0.06
C 3.4948 -0.4840 -1.8421 -0.14
C 3.0175 -1.7394 -2.2760 -0.22
C 1.8605 -1.7523 -3.2510 -0.02
C 3.6337 -2.8959 -1.8399 -0.04
C 4.7173 -2.8700 -1.0032 -0.27
C 5.4604 -4.1536 -0.6252 -0.04
C 5.1574 -1.6167 -0.5675 -0.01
C 4.5586 -0.4165 -0.9313 -0.23
C 4.9651 0.8616 -0.2919 -0.03
C -0.0560 -3.8657 1.5079 -0.17
C 1.0096 -4.3279 0.7379 -0.23
C 0.8903 -4.6900 -0.7084 -0.03
C 2.2394 -4.3053 1.3797 -0.02
C 2.4639 -3.8409 2.6670 -0.27
C 3.8272 -3.5664 3.2351 -0.04
C 1.3742 -3.4633 3.4106 -0.03
C 0.1222 -3.4802 2.8440 -0.22
C -1.0653 -3.1239 3.7460 -0.08
H -6.5262 1.8957 -3.2447 0.06
H -5.8937 2.7947 -1.8267 0.06
H -7.4375 1.9395 -1.6998 0.08
H -4.5830 0.3716 -3.5876 0.12
H -3.2301 -1.5864 -3.9202 0.08
H -2.7996 -2.6128 -2.5292 0.07
H -1.8458 -1.1225 -2.8571 0.08
H -4.3995 -1.4507 2.1002 0.05
H -5.9375 -1.9604 1.4555 0.08
H -5.7237 -0.3852 2.1400 0.06
H -6.3245 0.9279 0.3051 0.14
H -4.8915 -3.7627 -0.8132 0.11
H -3.9093 -5.8896 -0.1333 0.11
H -1.6019 -5.8664 0.7798 0.12
H 4.3447 0.7931 -4.0170 0.12
H 3.5293 2.7557 -5.1300 0.08
H 1.7023 4.2471 -3.9495 0.12
H -0.6797 1.6667 -3.3174 0.04
H -0.7323 3.0240 -4.4467 0.10
H -2.1753 2.5834 -3.4874 0.07
H -2.7438 4.3865 -2.1482 0.11
H -2.5734 7.2428 -1.1873 0.08
H -1.9304 7.0085 0.4695 0.07
H -3.2952 6.0176 -0.0216 0.07
H 0.1640 6.4322 0.1795 0.13
H 2.4877 4.9869 0.5931 0.04
H 2.5382 6.0939 -0.7489 0.06
H 3.0502 4.4608 -1.0282 0.08
H 1.1368 -1.0362 -2.8946 0.06
H 1.3674 -2.7143 -3.3366 0.07
H 2.1705 -1.3594 -4.2085 0.08
H 3.1435 -3.8441 -2.1333 0.11
H 5.1585 -4.8941 -1.3433 0.07
H 5.1103 -4.4824 0.3533 0.05
H 6.5274 -3.9159 -0.5969 0.08
H 6.0013 -1.5786 0.1480 0.12
H 6.0634 0.9045 -0.1418 0.09
H 4.4927 0.9500 0.6688 0.07
H 4.6009 1.7020 -0.9337 0.09
H 1.7776 -4.9960 -1.2012 0.04
H 0.5495 -3.7948 -1.2932 0.10
H 0.1777 -5.4353 -0.9303 0.06
H 3.0963 -4.4570 0.7415 0.08
H 4.5172 -3.0117 2.6012 0.07
H 4.2673 -4.5284 3.4954 0.07
H 3.7458 -2.9869 4.1495 0.07
H 1.5323 -3.2753 4.4874 0.14
H -0.8408 -2.2108 4.3316 0.05
H -1.1695 -3.8577 4.5519 0.07
H -2.0774 -3.1309 3.2519 0.08
O -3.8361 2.9913 -0.3046 -0.16
H -3.1546 2.2824 -0.2423 -0.07
H -4.0983 3.0699 0.6429 -0.04
N 0.3122 1.7090 5.2742 0.05
C 0.5870 1.2905 6.3202 -0.41
N 0.9159 0.7776 7.4773 0.01
C -0.0556 0.4462 8.3050 -0.48
N -0.8142 0.0692 9.1016 0.03
```

## Properties
Charge: -2
Multiplicity: 2
⟨S²⟩: 0.76
Electronic energy in Eh: -8711.0036
Gap between HOMO and LUMO (spin up / spin down) in eV: 6.85 / 6.84



ORCA calculation (wB97M-V/def2-TZVPD) on an isolated ion of composition C5H8N and charge +1 at a distorted geometry.

Geometry as XYZ:
```
14
Properties=species:S:1:pos:R:3:lowdin_charge:R:1
C -1.8979 -0.1069 -0.1480 -0.11
C -2.3226 1.1447 0.0850 0.04
C -0.6793 -0.4112 0.5763 -0.05
C 0.4099 -0.0377 -0.2280 -0.28
C 1.4481 0.9284 -0.4176 0.05
N 0.3545 -1.2677 -0.3426 0.35
H -2.7716 -0.7803 -0.1910 0.14
H -3.3550 1.4051 -0.1119 0.09
H -0.5845 -0.1616 1.5911 0.16
H 0.9861 1.9358 -0.4309 0.12
H 2.0521 0.7004 -1.2809 0.11
H 2.0819 0.8891 0.5419 0.16
H 0.3496 -2.2080 -0.6470 0.18
H -1.8718 1.8280 0.6790 0.04
```

## Properties
Charge: +1
Multiplicity: 3
⟨S²⟩: 2.00
Electronic energy in Eh: -249.5083
Gap between HOMO and LUMO (spin up / spin down) in eV: 6.03 / 9.64
Relative energy (zero: lowest compared OMol25 entry of this formula, charge and spin) in kcal/mol: 117.8



ORCA calculation (wB97M-V/def2-TZVPD) on C15H31AlBBr5CaF4IKN2O3 as an isolated structure at a distorted geometry.

Geometry as XYZ:
```
65
Properties=species:S:1:pos:R:3:lowdin_charge:R:1
O 4.1212 2.6221 -2.6440 -0.01
C 3.6043 1.6168 -3.1714 -0.65
I 4.8035 0.0800 -4.2114 0.91
C 1.9946 1.4924 -3.0708 -0.16
B 1.6406 0.5121 -1.7977 -0.45
C 2.0321 1.1956 -0.3249 -0.27
O 1.8916 0.2715 0.8011 -0.27
C 2.9815 -0.6718 0.9262 -0.45
F 2.8223 -1.8590 0.2015 0.10
F 4.3129 -0.1597 0.6426 0.04
F 3.0075 -1.0745 2.3516 -0.02
H 1.6401 0.9382 -4.0277 0.05
H 1.4720 2.5088 -3.0616 0.13
H 2.2133 -0.5258 -1.8567 0.06
H 0.4519 0.3898 -1.7917 0.08
H 3.0385 1.7841 -0.3621 0.01
H 1.2199 2.0116 -0.1710 0.12
C 3.9954 5.8802 -0.1943 -1.47
Br 5.4834 6.5707 0.8669 0.40
Br 3.4089 4.1328 0.4250 0.65
Br 2.5287 7.1407 -0.2921 0.63
H 4.3676 5.7481 -1.2102 -0.02
O 7.8645 5.8311 3.4992 -0.07
H 7.4440 6.1882 4.2926 0.05
H 7.2011 5.9480 2.8095 -0.08
C -2.6796 -1.2838 2.9418 -0.10
C -1.1803 -1.4488 3.1633 -0.25
C -0.5034 -0.1606 3.6372 -0.17
C -0.6808 0.9188 2.6055 -0.20
N -0.8169 1.7687 1.7924 0.15
H -2.8932 -0.5548 2.1554 0.07
H -3.1233 -2.2329 2.6326 0.07
H -3.1787 -0.9572 3.8594 0.08
H -0.7192 -1.7881 2.2303 0.12
H -1.0144 -2.2329 3.9071 0.12
H 0.5652 -0.3343 3.7937 0.10
H -0.9346 0.1754 4.5843 0.12
K 2.8894 1.5105 2.2195 0.90
Ca 3.0177 -0.4572 -6.0156 1.24
Br 4.3638 5.3949 2.9802 0.10
Br 2.3329 7.1778 3.1286 0.16
C -3.5405 -0.8886 -2.3156 -0.10
C -3.2122 -2.3471 -2.0197 -0.28
N -3.6788 -2.8099 -0.7175 -0.19
C -3.1394 -4.1179 -0.3447 -0.25
C -3.5434 -5.3204 -1.1963 -0.09
C -5.0999 -2.6240 -0.4369 -0.25
C -6.1018 -3.2831 -1.3836 -0.08
H -3.1340 -0.2279 -1.5448 0.07
H -3.0991 -0.5974 -3.2734 0.06
H -4.6167 -0.7168 -2.3906 0.07
H -2.1209 -2.4415 -2.0545 0.11
H -3.6057 -2.9675 -2.8351 0.10
H -3.3903 -4.3250 0.7012 0.11
H -2.0449 -4.0470 -0.3594 0.11
H -4.5620 -5.6434 -0.9815 0.06
H -2.8899 -6.1678 -0.9666 0.08
H -3.4544 -5.1251 -2.2662 0.07
H -5.3076 -1.5486 -0.4179 0.10
H -5.3131 -2.9524 0.5864 0.11
H -5.8231 -3.1733 -2.4339 0.07
H -7.0845 -2.8187 -1.2594 0.08
H -6.2252 -4.3436 -1.1661 0.06
Al 6.7727 7.7461 -1.0870 0.74
F 3.2178 -3.3376 1.9275 -0.57
```

## Properties
Charge: +2
Multiplicity: 1
Electronic energy in Eh: -16036.4234
Gap between HOMO and LUMO in eV: 1.48



Q: Among the records above, which one has the highest charge?
A: C15H31AlBBr5CaF4IKN2O3